Entry 1:
# CH3BrO2P

A cluster of 2 separate species, CH3BrO2P in total at a distorted geometry (the ωB97M-V functional and the def2-TZVPD basis, OMol25).

Values from the calculation:
charge = -1
ΔE to the lowest compared entry with this formula, charge and spin = 110.3 kJ/mol

Each line ends with the natural charge from an NBO analysis.
Positions of all 8 atoms, in Å:
C  0.215  0.344  -0.022  -0.98
O  -1.337  2.408  -1.371  -1.06
O  -1.321  2.219  1.202  -1.06
P  -1.224  1.624  -0.142  2.21
Br  -3.784  -0.581  0.071  -0.87
H  0.029  0.248  1.056  0.26
H  0.074  -0.724  -0.378  0.26
H  0.979  1.014  -0.393  0.24

***

Entry 2:
# C13H36ClIP3Rh

A structure of composition C13H36ClIP3Rh at a distorted geometry (the ωB97M-V functional and the def2-TZVPD basis, OMol25).

Values from the calculation:
spin multiplicity = 5
charge = +2
ΔE to the lowest compared entry with this formula, charge and spin = 0.0 kJ/mol

Each line ends with the Mulliken spin population.
Positions of all 55 atoms, in Å:
C  0.240  2.149  0.214  0.01
I  -1.615  -2.213  -0.044  0.94
H  1.316  2.060  0.035  0.00
H  0.035  2.514  1.222  0.02
H  -0.198  2.823  -0.534  0.01
Rh  -0.501  0.308  -0.141  1.60
P  0.334  -0.581  2.197  0.43
C  -0.701  -0.631  3.710  0.07
C  1.011  -2.292  2.224  0.04
H  1.431  -2.493  3.218  0.01
H  2.119  0.066  3.726  0.02
H  1.790  -2.391  1.460  0.00
H  2.603  0.270  1.999  -0.01
H  -1.701  -1.006  3.465  -0.01
H  0.207  -3.004  2.006  0.00
C  1.794  0.404  2.731  0.05
H  -0.240  -1.305  4.446  0.02
H  1.520  1.466  2.769  0.00
H  -0.798  0.375  4.140  0.00
P  -0.194  0.282  -2.403  0.33
C  -1.647  0.773  -3.365  0.04
C  1.119  1.443  -2.909  0.04
H  1.165  -1.707  -2.696  0.00
H  0.341  -1.191  -4.211  0.01
H  -0.578  -2.050  -2.925  0.00
C  0.228  -1.334  -3.127  0.02
H  2.089  1.077  -2.544  0.00
H  1.119  1.493  -4.007  0.01
H  -1.388  0.690  -4.430  0.02
H  -1.923  1.807  -3.136  0.00
H  0.924  2.439  -2.488  0.00
H  -2.491  0.107  -3.140  0.00
Cl  1.797  -0.553  -0.400  0.30
C  -3.708  2.897  -1.888  0.00
C  -3.088  2.906  -0.492  0.02
P  -2.550  1.313  0.283  -0.09
C  -2.563  1.753  2.084  0.03
C  -3.433  2.923  2.535  0.01
C  -4.055  0.254  -0.001  0.02
C  -4.609  -0.436  1.251  0.00
H  -3.022  3.325  -2.632  0.00
H  -4.594  3.546  -1.899  0.00
H  -4.036  1.912  -2.238  0.00
H  -2.207  3.553  -0.474  0.00
H  -3.826  3.315  0.204  0.00
H  -2.836  0.844  2.632  0.00
H  -1.515  1.955  2.344  0.01
H  -4.503  2.737  2.368  0.00
H  -3.295  3.057  3.616  0.00
H  -3.149  3.861  2.044  0.00
H  -4.840  0.884  -0.449  0.00
H  -3.777  -0.525  -0.729  0.02
H  -5.120  0.257  1.929  0.00
H  -5.360  -1.184  0.966  0.00
H  -3.846  -0.969  1.829  0.00

***

Entry 3:
# C7H9N3O

The molecule C7H9N3O at a distorted geometry (the ωB97M-V functional and the def2-TZVPD basis, OMol25).

Values from the calculation:
ΔE to the lowest compared entry with this formula, charge and spin = 461.6 kJ/mol

Each line ends with the natural charge from an NBO analysis.
Positions of all 20 atoms, in Å:
C  -2.781  2.084  0.181  -0.04
C  -2.875  0.716  -0.350  -0.01
C  -1.022  0.865  0.700  0.17
C  0.488  0.723  0.822  -0.24
C  1.118  -0.188  -0.139  -0.03
C  -0.293  0.294  1.924  -0.34
C  2.556  -2.083  -1.770  -0.29
N  -1.620  2.181  0.839  -0.35
N  -1.811  0.012  -0.084  -0.37
N  1.587  -1.296  0.317  -0.06
O  2.152  -2.228  -0.376  -0.34
H  -3.484  2.951  0.104  0.22
H  -3.688  0.183  -0.814  0.21
H  1.159  1.517  0.978  0.24
H  0.865  -0.027  -1.186  0.18
H  -0.167  0.949  2.744  0.23
H  -0.516  -0.711  2.329  0.25
H  3.519  -2.549  -1.808  0.20
H  2.873  -1.000  -1.905  0.18
H  1.940  -2.391  -2.505  0.19